{"formula": "C6H37F5O22S", "method": "wB97M-V/def2-TZVPD", "e_lumo_ev": -0.3, "molar_mass_g_mol": 588.40, "orbital_gap_ev": 9.97, "species": ["C", "C", "C", "O", "O", "C", "O", "O", "S", "O", "O", "C", "F", "F", "C", "F", "F", "F", "H", "H", "H", "H", "H", "O", "H", "H", "O", "H", "H", "O", "H", "H", "O", "H", "H", "O", "H", "H", "O", "H", "H", "O", "H", "H", "O", "H", "H", "O", "H", "H", "O", "H", "H", "O", "H", "H", "O", "H", "H", "O", "H", "H", "O", "H", "H", "O", "H", "H", "O", "H", "H"], "positions_angstrom": [[-3.48, 0.99, 1.63], [-2.19, 1.28, 1.42], [-1.35, 0.38, 0.59], [-1.25, 0.40, -0.61], [-0.73, -0.58, 1.34], [0.45, -1.18, 0.89], [0.74, -2.18, 1.76], [0.43, -1.75, -0.35], [2.02, -0.05, 1.01], [2.51, -0.20, 2.34], [2.88, -0.41, -0.09], [1.74, 1.80, 0.88], [0.84, 2.17, 1.81], [2.93, 2.30, 1.23], [1.35, 2.40, -0.52], [0.17, 2.99, -0.46], [1.33, 1.45, -1.46], [2.24, 3.31, -0.89], [-4.04, 0.45, 0.88], [-3.96, 1.32, 2.54], [-1.75, 2.18, 1.83], [0.27, -2.04, 2.59], [0.63, -1.09, -1.02], [0.96, -4.88, 0.00], [0.84, -3.93, 0.09], [0.81, -5.08, -0.93], [3.07, -4.27, 2.89], [3.05, -3.31, 2.98], [2.78, -4.44, 1.98], [-3.40, 2.14, -1.79], [-3.36, 2.43, -2.71], [-2.48, 2.17, -1.52], [3.92, -3.03, -1.47], [3.62, -2.30, -0.92], [4.11, -2.58, -2.31], [-2.19, -5.07, -0.67], [-2.19, -4.80, -1.60], [-1.26, -5.08, -0.40], [3.54, -0.66, -3.34], [3.26, 0.05, -2.76], [3.75, -0.23, -4.18], [5.60, -4.95, -3.37], [5.05, -4.41, -2.79], [5.39, -4.64, -4.26], [-0.72, -7.45, -0.22], [-0.21, -7.33, 0.59], [-1.63, -7.27, 0.04], [-2.85, -2.30, -0.17], [-2.55, -3.20, -0.38], [-2.24, -1.72, -0.63], [1.44, 5.08, 3.31], [2.05, 5.01, 4.06], [1.55, 4.26, 2.81], [-1.70, 4.30, -2.70], [-1.72, 4.54, -3.64], [-0.77, 4.36, -2.45], [-6.32, 2.11, -2.87], [-6.30, 2.36, -3.80], [-5.39, 2.14, -2.59], [3.92, 6.17, 4.19], [3.86, 7.12, 4.37], [3.83, 6.10, 3.23], [-3.22, 5.39, -4.83], [-3.67, 5.58, -4.00], [-3.32, 6.19, -5.35], [-3.42, -1.94, 2.78], [-3.64, -2.34, 1.92], [-3.13, -2.68, 3.33], [-0.49, 2.90, 4.42], [-0.18, 2.01, 4.23], [0.19, 3.49, 4.08]]}


{"formula": "C6H37NO11", "method": "wB97M-V/def2-TZVPD", "e_lumo_ev": 0.1, "e_above_lowest_kcal_mol": 106.53, "smiles": "CCCCNCC.O.O.O.O.O.O.O.O.O.O.O", "molar_mass_g_mol": 299.36, "orbital_gap_ev": 9.23, "species": ["C", "C", "C", "C", "N", "C", "C", "H", "H", "H", "H", "H", "H", "H", "H", "H", "H", "H", "H", "H", "H", "H", "O", "H", "H", "O", "H", "H", "O", "H", "H", "O", "H", "H", "O", "H", "H", "O", "H", "H", "O", "H", "H", "O", "H", "H", "O", "H", "H", "O", "H", "H", "O", "H", "H"], "positions_angstrom": [[-2.90, -1.32, 2.25], [-3.71, -1.10, 1.00], [-2.89, -1.63, -0.21], [-1.81, -0.67, -0.54], [-0.44, -1.34, -0.41], [0.63, -0.33, -0.59], [1.82, -0.70, 0.27], [-2.21, -0.49, 2.41], [-3.58, -1.32, 3.12], [-2.40, -2.25, 2.33], [-4.75, -1.55, 1.23], [-3.74, -0.06, 0.97], [-2.54, -2.66, -0.29], [-3.56, -1.77, -1.08], [-1.79, 0.22, 0.13], [-1.84, -0.39, -1.59], [-0.30, -1.86, 0.44], [0.76, -0.49, -1.65], [0.21, 0.64, -0.48], [1.97, -1.76, 0.54], [1.79, -0.26, 1.23], [2.74, -0.36, -0.20], [2.85, -0.45, -4.99], [2.35, -0.70, -4.20], [2.27, -0.79, -5.67], [0.91, 2.94, -1.85], [1.26, 3.08, -0.97], [0.13, 3.56, -1.85], [0.61, 0.90, 4.15], [-0.06, 0.35, 4.58], [1.13, 0.07, 3.88], [2.69, 3.73, -0.15], [3.09, 3.29, 0.62], [3.04, 4.58, -0.50], [-0.01, -3.78, -2.24], [-0.34, -3.06, -1.69], [0.05, -3.13, -2.99], [-1.26, 5.43, 0.43], [-1.96, 4.89, 0.07], [-0.73, 4.83, 0.97], [-2.97, 3.45, -1.59], [-3.74, 3.29, -1.08], [-3.09, 4.35, -2.01], [2.33, -3.14, -3.92], [2.20, -3.29, -2.97], [2.98, -2.41, -3.78], [2.33, -1.16, 3.72], [2.78, -0.34, 4.01], [2.50, -1.44, 2.79], [1.40, -3.86, 0.42], [0.86, -4.36, 1.05], [0.87, -3.90, -0.42], [1.56, 2.85, 2.09], [0.90, 2.26, 2.36], [1.64, 3.43, 2.84]]}


{"formula": "C6H37NO12", "method": "wB97M-V/def2-TZVPD", "e_lumo_ev": 0.1, "e_above_lowest_kcal_mol": 74.77, "smiles": "CCC[C@@H](CO)NC.O.O.O.O.O.O.O.O.O.O.O", "molar_mass_g_mol": 315.36, "orbital_gap_ev": 10.05, "species": ["C", "C", "C", "C", "C", "O", "N", "C", "H", "H", "H", "H", "H", "H", "H", "H", "H", "H", "H", "H", "H", "H", "H", "O", "H", "H", "O", "H", "H", "O", "H", "H", "O", "H", "H", "O", "H", "H", "O", "H", "H", "O", "H", "H", "O", "H", "H", "O", "H", "H", "O", "H", "H", "O", "H", "H"], "positions_angstrom": [[-0.48, -0.87, -1.59], [-0.08, -0.03, -0.37], [-1.16, 0.96, 0.00], [-0.75, 1.93, 1.14], [-1.27, 3.31, 0.85], [-0.47, 4.36, 1.38], [-1.05, 1.55, 2.56], [-0.05, 0.81, 3.26], [-1.08, -1.76, -1.36], [-0.81, -0.24, -2.42], [0.40, -1.32, -2.08], [0.24, -0.66, 0.51], [0.82, 0.52, -0.67], [-1.37, 1.50, -0.91], [-2.13, 0.51, 0.28], [0.36, 1.97, 1.02], [-1.33, 3.57, -0.21], [-2.25, 3.48, 1.35], [0.23, 4.15, 1.99], [-1.30, 2.42, 3.02], [-0.63, 0.38, 4.11], [0.83, 1.37, 3.60], [0.35, -0.10, 2.79], [1.27, 3.80, -2.15], [0.58, 4.31, -2.57], [1.17, 3.90, -1.19], [3.08, -1.11, -1.47], [3.47, -2.02, -1.36], [3.75, -0.61, -0.98], [3.71, -3.34, -0.16], [2.84, -2.95, 0.02], [4.06, -3.25, 0.73], [-0.72, -3.45, 0.38], [-0.76, -4.19, 1.01], [-1.40, -2.83, 0.71], [1.93, 0.70, -3.55], [2.47, -0.09, -3.35], [1.20, 0.80, -2.94], [0.56, -4.33, -2.01], [1.21, -3.61, -2.02], [-0.03, -3.97, -1.32], [-4.25, -0.42, -1.05], [-3.56, -0.92, -0.60], [-3.84, -0.26, -1.91], [-3.67, 0.11, 2.26], [-2.81, 0.58, 2.19], [-4.26, 0.74, 1.84], [2.31, -1.06, 1.06], [1.40, -1.34, 0.87], [2.48, -0.42, 0.33], [3.24, 1.35, -0.70], [3.11, 1.00, -1.59], [2.79, 2.17, -0.50], [-3.14, -2.28, 1.15], [-3.06, -1.49, 1.75], [-3.30, -2.97, 1.81]]}


{"formula": "C6H37NO12", "method": "wB97M-V/def2-TZVPD", "e_lumo_ev": -0.1, "e_above_lowest_kcal_mol": 97.00, "smiles": "CNCCCCCO.O.O.O.O.O.O.O.O.O.O.O", "molar_mass_g_mol": 315.36, "orbital_gap_ev": 9.55, "species": ["C", "N", "C", "C", "C", "C", "C", "O", "H", "H", "H", "H", "H", "H", "H", "H", "H", "H", "H", "H", "H", "H", "H", "O", "H", "H", "O", "H", "H", "O", "H", "H", "O", "H", "H", "O", "H", "H", "O", "H", "H", "O", "H", "H", "O", "H", "H", "O", "H", "H", "O", "H", "H", "O", "H", "H"], "positions_angstrom": [[-1.80, -2.15, 0.29], [-0.43, -1.76, -0.03], [0.04, -2.42, -1.24], [-0.01, -1.56, -2.52], [1.22, -0.62, -2.86], [1.68, 0.22, -1.70], [3.26, 0.11, -1.38], [3.48, 0.75, -0.18], [-2.55, -2.05, -0.49], [-1.68, -3.27, 0.45], [-2.10, -1.63, 1.20], [-0.48, -0.73, -0.19], [-0.64, -3.25, -1.51], [1.11, -2.66, -1.17], [-0.18, -2.23, -3.43], [-0.99, -1.08, -2.74], [0.59, 0.00, -3.56], [1.97, -1.32, -3.32], [1.72, 1.31, -1.91], [0.99, 0.12, -0.85], [3.77, 0.60, -2.20], [3.68, -0.91, -1.26], [3.36, 0.10, 0.52], [-0.65, -1.80, 3.32], [0.04, -2.12, 3.92], [-0.12, -1.76, 2.51], [-4.31, -0.12, -1.25], [-4.16, 0.20, -0.36], [-3.91, -0.97, -1.42], [-0.99, 2.89, -0.63], [-1.38, 3.19, 0.20], [-1.19, 3.61, -1.25], [-1.12, 2.77, 2.27], [-0.25, 2.41, 1.99], [-1.27, 2.53, 3.18], [-0.06, 3.15, -2.93], [-0.56, 2.30, -2.88], [0.63, 2.79, -2.32], [-1.87, 0.52, -2.21], [-1.85, 1.27, -1.61], [-2.78, 0.21, -2.20], [2.39, 0.15, 3.94], [2.03, 1.05, 3.89], [2.59, -0.01, 3.01], [2.75, -1.74, 0.97], [2.95, -2.29, 0.20], [1.90, -2.12, 1.21], [1.15, 1.80, 1.36], [1.48, 0.97, 1.71], [1.30, 1.71, 0.41], [-2.80, 0.59, 1.06], [-1.94, 0.97, 1.29], [-3.26, 0.84, 1.88], [-0.28, 0.89, 3.76], [-0.22, 0.54, 2.87], [-0.25, 0.01, 4.19]]}


Q: Which formula does entry 1 have?
A: C6H37F5O22S


Q: Which formula does entry 1 have?
A: C6H37F5O22S